[1]
Formula: C20H30O15
Source: the OMol25 dataset
Level of theory: ωB97M-V/def2-TZVPD

Each line ends with the natural charge from an NBO analysis.
Element x y z (Å)
1 H -3.09593 -2.58973 -3.95424  0.2262
2 O 8.00633 2.39535 -6.11156  -0.5778
3 O 6.72233 0.48566 -5.75760  -0.4990
4 O -9.05046 2.73078 4.11800  -0.4550
5 O -5.50226 -2.43243 -2.77239  -0.4860
6 H 3.46467 -2.15696 2.19514  0.1898
7 H -6.63760 3.22979 5.78656  0.1864
8 C 5.02282 -3.49673 1.54351  0.0675
9 H -7.41197 2.51538 8.08687  0.2269
10 H -4.04070 -2.55668 -0.05463  0.1979
11 C -4.27070 -2.62158 -2.18948  0.0664
12 C -6.47008 -2.48841 -1.87876  0.9690
13 H 6.14800 -2.22104 -6.33609  0.2284
14 O -10.60517 4.17533 4.89820  -0.5893
15 C 7.76231 -0.27555 -3.92521  -0.0935
16 C 6.80110 -0.68133 -4.98367  0.0583
17 H 7.67994 -1.62402 -6.81351  0.2334
18 C 1.29873 3.36706 0.07060  0.0592
19 C 7.08335 -1.83913 -5.92699  -0.6435
20 C 3.54452 -3.18726 1.84845  -0.0932
21 O -7.65683 -2.69158 -2.11801  -0.5786
22 O 8.45638 0.84518 -4.50570  -0.4923
23 C 0.32273 4.32999 0.48512  -0.0965
24 H 7.31858 -2.72200 -5.33260  0.2194
25 H 1.87815 2.36394 -1.74371  0.2328
26 H -4.27725 -0.95106 -0.84617  0.1858
27 C -3.26140 -1.95828 -3.08132  -0.6240
28 O -1.01527 1.42542 1.85784  -0.6158
29 H -0.36360 4.55734 -0.33057  0.1829
30 H 5.70746 -2.16170 2.99041  0.2154
31 H -7.09842 1.95260 4.02605  0.2007
32 H -8.26806 1.07770 4.96256  0.1785
33 C -0.26627 2.33089 1.32725  0.9806
34 H 7.39098 0.06793 -2.95968  0.1961
35 C -7.61087 2.76490 5.94380  0.0692
36 H 5.40913 -4.37097 2.06751  0.1878
37 C -7.54949 1.85217 7.23285  -0.6288
38 O -5.95922 -2.14467 -0.67307  -0.4817
39 C 5.84112 -2.23611 1.91120  -0.6309
40 C -4.56185 -2.00320 -0.83577  -0.0958
41 C 7.76008 1.35439 -5.52363  0.9748
42 H 5.92029 -0.97935 -4.41495  0.1948
43 O -0.31599 3.66198 1.51413  -0.4909
44 H -3.97253 -3.66186 -2.05901  0.1744
45 H -8.45559 1.27702 7.42331  0.2213
46 O 3.58425 -4.17847 -1.46587  -0.5907
47 C 3.88002 -3.92218 -0.29427  0.9715
48 H 8.48554 -1.08163 -3.80161  0.2007
49 H -6.65481 1.22970 7.24651  0.2161
50 C -7.96619 2.08408 4.67242  -0.1045
51 H 0.83475 5.26631 0.70701  0.2093
52 O 2.91082 -3.58041 0.63872  -0.4904
53 O 5.05833 -3.79178 0.21626  -0.4649
54 H 5.41788 -1.29688 1.55507  0.2163
55 H -3.70539 -1.06523 -3.52115  0.2252
56 H 3.20383 -3.84641 2.64692  0.1934
57 H 6.92300 -2.30187 1.79585  0.2284
58 H -2.35238 -1.77053 -2.50989  0.2213
59 O -8.75009 3.65272 6.13958  -0.4830
60 C -9.52877 3.57263 5.00963  0.9613
61 H 0.49020 3.40884 -1.99162  0.2224
62 H 2.08686 4.09597 -1.83965  0.2233
63 O 0.61869 2.18453 0.41945  -0.4810
64 C 1.43264 3.31502 -1.45207  -0.6248
65 H 2.20928 3.31670 0.66765  0.1986

Values from the calculation:
- SMILES = C[C@H]1COC(=O)O1.C[C@H]1COC(=O)O1.C[C@H]1COC(=O)O1.C[C@H]1COC(=O)O1.C[C@H]1COC(=O)O1
- gap between HOMO and LUMO (eV) = 10.49
- molar mass (g mol⁻¹) = 510.445
- HOMO (eV) = -10.666
- E (a.u.) = -1908.64831

[2]
Formula: C5H8N2
Source: the OMol25 dataset
Level of theory: ωB97M-V/def2-TZVPD

Each line ends with the natural charge from an NBO analysis.
Element x y z (Å)
1 H -1.77333 -1.90920 0.81392  0.2281
2 H -1.23018 -0.99877 -1.53499  0.1840
3 C -2.04092 -0.88752 0.51986  -0.6777
4 H 0.10242 1.07133 -1.42875  0.2099
5 C -0.25192 0.65115 -0.47941  -0.3036
6 H 2.11910 1.80528 0.51118  0.2033
7 N 0.89497 -0.02666 0.22963  -0.3869
8 C -1.20413 -0.43007 -0.60693  -0.0655
9 H -0.62709 1.43244 0.18908  0.2022
10 H -3.10270 -0.92861 0.24273  0.2243
11 N 2.45422 -0.49190 -1.64977  -0.2539
12 H 2.52669 0.38915 1.60492  0.2199
13 H -1.92078 -0.24456 1.39361  0.2089
14 C 2.07536 -0.14070 -0.56673  0.2503
15 C 2.05732 0.73267 0.68750  -0.2432

Values from the calculation:
- gap between HOMO and LUMO (alpha / beta) (eV) = 7.21 / 9.23
- molar mass (g mol⁻¹) = 96.133
- HOMO (alpha / beta) (eV) = -7.888 / -8.844
- E (a.u.) = -304.63840

[3]
Formula: C2HO2S2
Source: the OMol25 dataset
Level of theory: ωB97M-V/def2-TZVPD

Each line ends with the natural charge from an NBO analysis.
Element x y z (Å)
1 O -1.38207 -0.82182 -1.80047  -0.6756
2 S 0.03119 -0.87337 0.40023  0.3062
3 H 1.44288 -0.07756 2.07004  0.1614
4 C 1.03263 0.27951 1.08768  -0.8799
5 O 0.14475 0.88443 -1.73248  -0.6431
6 S -0.73930 0.68973 1.43046  -0.0887
7 C -0.53009 -0.08092 -1.45546  0.8197

Values from the calculation:
- gap between HOMO and LUMO (eV) = 6.49
- net charge = -1
- molar mass (g mol⁻¹) = 121.162
- HOMO (eV) = -2.983
- E (a.u.) = -1023.64579

[4]
Formula: C3H5O3Pt
Source: the OMol25 dataset
Level of theory: ωB97M-V/def2-TZVPD

Each line ends with the Löwdin spin population.
Element x y z (Å)
1 H 2.00547 -0.69864 0.20670  0.0047
2 O -0.02105 -0.84635 -0.19978  0.2186
3 H 1.62302 1.12690 1.78544  0.0007
4 O 0.19501 1.36077 0.32612  0.0119
5 C 1.04555 -0.72230 0.74124  0.0338
6 H 1.02402 -1.57552 1.42839  0.0106
7 H -0.91038 0.92989 -1.54378  0.0068
8 H 0.00043 0.49460 2.21643  0.0011
9 Pt -1.83720 -1.32083 0.28592  2.2025
10 O -1.87369 0.43735 -0.25903  0.4638
11 C 0.73653 0.60932 1.40294  0.0043
12 C -0.54722 0.50011 -0.49963  0.0413

Values from the calculation:
- multiplicity = 4
- gap between HOMO and LUMO (alpha / beta) (eV) = 7.36 / 8.63
- molar mass (g mol⁻¹) = 284.148
- HOMO (alpha / beta) (eV) = -6.760 / -9.915
- E (a.u.) = -462.07719

[5]
Formula: C3H5NS4
Source: the OMol25 dataset
Level of theory: ωB97M-V/def2-TZVPD

Each line ends with the natural charge from an NBO analysis.
Element x y z (Å)
1 C 0.16389 -0.13635 -0.24639  0.1381
2 H 3.60393 -0.93020 0.59971  0.1677
3 H -0.23311 2.08275 -0.97977  0.2672
4 H -1.42135 0.31831 1.87787  0.1415
5 S 2.28964 -1.41781 0.84021  0.1193
6 H -2.29615 -2.64422 0.06404  0.1669
7 C 1.61954 0.05330 0.01435  -0.2239
8 H -1.43530 0.87450 -1.09413  0.1890
9 S -2.12823 -1.30694 -0.61549  0.1252
10 S -1.56221 1.84276 0.95454  -0.0034
11 S 2.51514 1.37736 -0.77407  -0.0183
12 C -0.73918 1.14116 -0.48096  -0.5935
13 N -0.37661 -1.25462 -0.15991  -0.4759

Values from the calculation:
- gap between HOMO and LUMO (eV) = 7.59
- molar mass (g mol⁻¹) = 183.348
- HOMO (eV) = -9.147
- E (a.u.) = -1764.65296

[6]
Formula: C29H41F5HoP2S
Source: the OMol25 dataset
Level of theory: ωB97M-V/def2-TZVPD

Each line ends with the Löwdin spin population.
Element x y z (Å)
1 C 2.87265 -1.85030 2.27369  0.0006
2 H 0.49779 0.52765 4.56513  -0.0002
3 H -2.15978 1.89389 -3.06793  -0.0001
4 F 0.80646 5.99997 3.00016  0.0001
5 C -0.76129 3.74173 5.30324  0.0001
6 H -3.34246 0.76879 -0.46486  0.0000
7 H 2.63425 2.90700 -2.06754  -0.0001
8 C -1.26391 -1.11057 -4.56470  -0.0002
9 H -2.74786 -1.78850 3.77511  0.0000
10 C -1.96381 -3.30272 1.67036  -0.0003
11 F -0.98452 3.59516 6.63534  0.0001
12 C -0.09334 4.88304 4.79906  -0.0005
13 C 0.55678 -2.67789 1.52188  -0.0059
14 C 1.02694 1.80850 -3.96394  -0.0001
15 H -0.61511 -2.55795 -2.28722  0.0002
16 C 1.07602 -0.69146 -3.37185  -0.0038
17 C -1.80435 -1.34344 4.07482  -0.0009
18 C -0.88647 2.68130 3.03620  -0.0010
19 C -0.76341 -2.51630 2.03346  -0.0064
20 H 1.55732 1.87788 -4.93456  0.0000
21 H 0.56837 -0.50775 -5.54816  -0.0001
22 H -1.55234 -2.15720 -4.34844  0.0000
23 H -0.86186 1.74490 -1.31711  0.0005
24 C -0.42784 1.76337 -4.32930  -0.0002
25 H -2.87785 -2.70195 1.66202  -0.0001
26 H -0.59469 1.33291 -5.33961  0.0000
27 C -1.15147 2.72907 4.42485  -0.0007
28 H 3.33027 -2.64394 2.88304  0.0000
29 H 1.41980 -4.62085 1.08073  0.0000
30 C -1.37497 1.15218 -3.25492  -0.0013
31 S -1.37191 1.44203 1.88294  -0.0066
32 H -1.39546 -2.51894 -0.75824  0.0004
33 H 2.74506 0.77678 -3.25853  -0.0006
34 P 2.13925 0.80860 -1.27271  -0.0062
35 C 1.01240 -3.73023 0.59210  0.0008
36 H 3.30297 -0.91478 2.63884  0.0000
37 H -0.69312 2.79018 -4.45579  0.0000
38 F -1.86807 1.66066 4.96497  -0.0001
39 C -0.98831 0.74017 -1.80571  -0.0036
40 H -4.07975 0.92959 -2.12690  0.0000
41 H -4.28276 -0.62053 -1.11888  0.0000
42 F 0.26795 5.83490 5.68033  -0.0002
43 Ho -0.00987 -0.35535 0.08058  4.0567
44 C -1.52626 -2.26086 -1.80132  0.0004
45 H 2.13054 -0.03572 4.26626  0.0000
46 H 3.89934 -0.46961 -1.98984  0.0001
47 H 1.09869 -0.89501 5.35188  -0.0004
48 C 0.32136 -1.05864 -4.61271  -0.0006
49 F 0.18038 3.94808 1.30738  -0.0002
50 H 1.79508 -3.38597 -0.07253  0.0002
51 C 0.15278 4.90094 3.45358  0.0001
52 C 2.79074 2.46639 -1.07050  -0.0011
53 H 1.27454 2.74842 -3.45582  0.0000
54 C -0.19551 3.85719 2.59142  -0.0005
55 H -1.92070 -3.77110 0.69381  0.0000
56 C 1.40355 -1.83692 2.29159  -0.0046
57 H 2.24523 3.04326 -0.32394  -0.0001
58 H 0.22494 -4.10313 -0.05410  0.0001
59 C -0.70855 -1.64935 3.14085  -0.0053
60 H 3.84083 -0.52805 -0.13793  0.0000
61 C -3.68176 0.24204 -1.33945  0.0000
62 H 2.75843 -1.56564 -1.15994  0.0004
63 H -1.59054 -1.73696 5.07336  -0.0003
64 P -2.38511 -0.71448 -2.06971  -0.0003
65 H 1.63133 -1.52429 -2.94634  0.0001
66 C 0.61276 -1.21036 3.28232  -0.0062
67 H 3.28693 -1.99194 1.27926  0.0001
68 C -1.98670 -0.13363 -3.72025  0.0000
69 C 1.10202 -0.37251 4.38464  -0.0009
70 H -1.97547 -0.27244 4.19715  -0.0003
71 C 3.28656 -0.59447 -1.08331  0.0014
72 H -2.29712 -2.92021 -2.15265  0.0001
73 C 1.64757 0.64828 -3.08145  -0.0014
74 H -1.57171 -0.86442 -5.59540  0.0000
75 H -0.05215 0.20871 -2.14182  -0.0006
76 H -2.17053 -4.13374 2.35059  -0.0002
77 H -2.96326 -0.06032 -4.15594  0.0000
78 H 3.84425 2.34266 -0.78407  0.0000
79 H 0.59981 -2.09581 -4.83700  0.0000

Values from the calculation:
- multiplicity = 5
- gap between HOMO and LUMO (alpha / beta) (eV) = 4.64 / 4.67
- net charge = +1
- molar mass (g mol⁻¹) = 743.582
- HOMO (alpha / beta) (eV) = -9.269 / -9.290
- E (a.u.) = -3657.34585